(1)
Molecular formula: C6H10N2S
Method: DFT, wB97M-V/def2-TZVPD

Each line ends with the Mulliken charge.
Positions of all 19 atoms, in Å:
C1 2.042 -0.860 -0.245  0.670
C2 1.852 -2.170 -0.142  -0.964
C3 -0.287 1.413 0.113  0.275
C4 -0.604 0.425 -0.962  -1.033
C5 2.085 1.324 0.439  -0.284
C6 -3.047 -0.388 0.404  -0.849
N1 2.414 0.294 -0.518  -0.385
N2 0.780 1.806 0.610  -0.475
S1 -1.407 -1.071 -0.245  -0.067
H1 0.995 -2.591 -0.731  0.161
H2 2.443 -2.975 0.295  0.293
H3 -1.177 1.905 0.660  0.228
H4 0.216 0.162 -1.605  0.542
H5 -1.449 0.844 -1.485  0.405
H6 2.295 0.761 1.428  0.311
H7 2.827 2.141 0.222  0.304
H8 -3.047 0.584 0.217  0.297
H9 -3.943 -1.012 0.054  0.295
H10 -2.990 -0.591 1.490  0.273

For the HOMO energy, the calculation gives -0.3180 Eh. The multiplicity is 1. Its SMILES is C=C=NC/N=C\CSC. For the LUMO energy, the calculation gives 0.762 eV. The gap between HOMO and LUMO comes out at 9.4 eV. For the energy relative to the best compared isomer or geometry (same formula, charge and spin), the calculation gives 68.07 kcal per mole.


(2)
Molecular formula: C14H20N2OPb
Method: DFT, wB97M-V/def2-TZVPD

Each line ends with the Mulliken charge.
Positions of all 38 atoms, in Å:
C1 -5.373 0.264 0.348  -0.672
C2 -5.384 1.560 -0.454  -0.753
H1 -5.573 -0.597 -0.295  0.286
H2 -6.150 0.280 1.117  0.311
H3 -4.414 0.099 0.846  0.089
H4 -4.512 1.641 -1.107  0.147
H5 -6.276 1.619 -1.083  0.333
H6 -5.396 2.433 0.202  0.273
C3 1.128 -3.073 0.121  -0.070
C4 2.046 -4.089 -0.164  -0.755
C5 3.111 -3.791 -1.013  -0.388
C6 3.231 -2.492 -1.527  -0.633
H7 0.334 -3.239 0.852  0.394
H8 1.921 -5.074 0.279  0.409
H9 3.854 -4.539 -1.282  0.463
H10 4.076 -2.192 -2.143  0.353
N1 1.169 -1.870 -0.477  0.021
C7 2.236 -1.533 -1.237  0.317
C8 2.322 -0.128 -1.704  0.737
N2 1.336 0.722 -1.317  -0.010
C9 1.418 2.020 -1.672  0.081
C10 3.454 1.660 -2.895  -0.467
C11 2.449 2.530 -2.467  -0.879
H11 0.629 2.681 -1.303  0.371
H12 2.447 3.588 -2.733  0.405
C12 3.397 0.328 -2.489  -0.562
H13 4.166 -0.380 -2.764  0.301
H14 4.272 2.003 -3.525  0.468
Pb1 -0.750 -0.034 0.069  1.414
C13 -1.287 2.227 0.255  -1.175
H15 -1.460 2.570 -0.776  0.473
H16 -0.430 2.758 0.686  0.485
H17 -2.189 2.414 0.851  0.434
C14 0.011 -0.060 3.298  -0.608
O1 0.335 -0.190 1.930  -0.444
H18 -0.935 0.472 3.509  0.286
H19 0.831 0.481 3.795  0.279
H20 -0.042 -1.070 3.736  0.283

For the HOMO energy (spin up / spin down), the calculation gives -0.5782 / -0.5782 Eh. As for the net charge: +2. The multiplicity is 1. For the LUMO energy (spin up / spin down), the calculation gives -11.411 / -11.416 eV. The gap between HOMO and LUMO (spin up / spin down) comes out at 4.3 / 4.3 eV.


E_tot across the listed records, respectively: -742.18603; -922.33283 Ha.
Max |F| across the listed records, respectively: 6.10; 3.84 eV Å⁻¹.